(1)
84
Properties=species:S:1:pos:R:3:forces:R:3 method="wB97M-V/def2-TZVPD" smiles="CCOS(C)(=O)=O.CCOS(C)(=O)=O.CCOS(C)(=O)=O.CC#N.CC#N.CCO.CCO.CCO" homo_lumo_gap_ev=9.87 e_tot_ev=-80533.1684 lumo_ha=-0.0019 mol_weight_g_mol=592.80
C 2.3959 -1.8502 -5.0386 0.5 0.9 0.2
C 3.2140 -2.2832 -3.8259 0.7 -0.4 -0.5
O 2.4058 -2.1089 -2.6684 -0.9 -0.6 1.8
S 3.0573 -2.1521 -1.1736 0.4 0.0 -1.1
C 4.1186 -3.6281 -1.2567 -0.6 0.8 0.7
O 3.8771 -0.9786 -1.1098 0.1 -0.4 0.4
O 2.0104 -2.3529 -0.1967 0.8 0.0 -1.3
H 2.9408 -1.0615 -5.5615 -0.1 -0.1 -0.1
H 1.4832 -1.3814 -4.6747 -0.2 -0.2 -0.2
H 2.1981 -2.6386 -5.7578 -0.2 -0.2 0.2
H 3.4940 -3.3380 -3.9438 -0.1 0.1 0.3
H 4.1409 -1.7146 -3.7018 -0.2 0.1 -0.1
H 4.5913 -3.6514 -0.2754 0.0 -0.1 0.0
H 4.8753 -3.5034 -2.0237 -0.1 0.0 -0.1
H 3.4913 -4.5063 -1.3797 0.0 0.0 -0.1
C -4.4852 1.1966 0.8370 -0.6 0.3 -0.4
C -4.8520 1.9396 -0.4611 0.0 -1.7 0.8
O -5.6453 3.0867 -0.1713 0.0 0.7 0.0
S -7.1677 3.0768 -0.6459 -0.6 0.3 -0.4
C -7.0325 3.1767 -2.4553 -0.4 -0.6 0.9
O -7.7890 1.8328 -0.2696 0.6 0.4 -0.3
O -7.7576 4.3095 -0.2060 0.7 -0.6 0.0
H -4.1376 0.1915 0.5916 0.4 0.1 0.0
H -5.3587 1.0489 1.4713 0.0 0.2 0.0
H -3.7360 1.7882 1.3594 0.1 -0.2 0.2
H -3.8992 2.1749 -0.9325 -0.3 0.7 -0.3
H -5.4224 1.2661 -1.1027 0.1 0.0 -0.1
H -6.1043 2.7766 -2.8532 0.2 0.2 0.2
H -7.1985 4.2254 -2.6707 0.1 0.0 -0.3
H -7.8322 2.5228 -2.7998 -0.2 0.3 -0.2
C 6.4441 2.7805 4.3120 0.4 0.2 0.5
C 6.7354 1.5416 3.4836 0.5 0.7 0.2
O 5.6052 1.0875 2.7599 -1.3 -0.6 -0.5
S 4.3967 0.2845 3.5008 0.5 0.3 0.3
C 3.7344 -0.4979 2.0145 0.9 0.9 0.6
O 5.0072 -0.7028 4.3479 -0.1 -0.1 -0.2
O 3.5031 1.2262 4.1218 0.3 -0.4 -0.8
H 5.6947 2.6427 5.0902 -0.1 -0.2 -0.2
H 6.1733 3.6352 3.6922 -0.3 -0.2 -0.1
H 7.3593 3.0929 4.8269 0.0 -0.2 0.0
H 7.4432 1.8502 2.7101 0.0 -0.3 -0.1
H 7.1922 0.7244 4.0459 -0.2 0.0 0.1
H 2.8905 -1.1260 2.2701 -0.1 0.1 0.1
H 4.5779 -1.0636 1.6272 -0.1 -0.1 0.0
H 3.5210 0.3206 1.3303 -0.4 -0.2 -0.1
C -0.2685 -0.5266 0.2145 0.0 1.0 -0.7
C 0.5719 0.6311 -0.0680 0.4 0.4 0.6
N 1.2571 1.5408 -0.2169 -0.1 0.0 -0.2
H -1.2335 -0.1412 0.5466 -0.1 -0.2 0.1
H 0.2216 -1.1290 0.9706 -0.1 -0.3 -0.2
H -0.3748 -0.9722 -0.7761 -0.2 -0.8 0.4
C -1.7009 -0.0216 3.5555 -0.4 0.7 -0.7
C -0.2766 -0.2885 3.7466 -0.8 -0.4 0.2
N 0.8368 -0.5066 3.8984 0.3 -0.1 -0.1
H -2.3401 -0.0851 4.4322 0.5 0.1 0.4
H -2.2029 -0.6473 2.8149 0.5 -0.3 0.0
H -1.7730 0.9862 3.1361 -0.1 0.1 0.3
C 0.4359 4.2765 3.2354 0.5 0.4 0.9
C 1.0071 4.6668 1.8706 -0.7 0.3 1.0
O 0.4061 5.9041 1.4168 0.1 -0.7 0.1
H 0.9095 3.4121 3.7114 0.1 -0.2 -0.5
H -0.6424 4.1214 3.2779 0.0 0.1 -0.4
H 0.6701 5.0819 3.9441 -0.2 0.1 0.0
H 0.7948 3.8390 1.1992 0.3 0.4 -0.6
H 2.0640 4.9109 1.9956 0.2 -0.8 -0.3
H 0.8081 6.5483 2.0095 -0.3 0.3 -0.2
C -0.6588 -4.3526 -1.6948 0.3 0.7 0.0
C -1.0725 -4.9383 -3.0341 1.1 0.8 0.2
O -0.8839 -6.3434 -3.0632 -1.1 -0.3 0.2
H 0.4278 -4.2534 -1.6313 0.0 -0.6 0.4
H -1.1314 -4.9008 -0.8810 0.4 -0.2 0.1
H -0.9658 -3.3095 -1.5591 -0.3 -0.1 -0.3
H -0.4377 -4.5440 -3.8330 -0.2 0.5 0.0
H -2.0881 -4.5742 -3.1977 -0.3 -1.0 -0.4
H 0.0174 -6.5502 -3.3092 0.1 0.2 0.0
C -4.2131 -1.9011 -1.7762 -0.3 0.4 0.0
C -3.1041 -1.0326 -2.3165 0.9 -0.4 0.6
O -3.4319 -0.3991 -3.5368 -0.2 0.1 0.1
H -4.3825 -2.7358 -2.4544 -0.2 -0.1 0.2
H -5.1339 -1.3244 -1.6566 0.0 -0.1 -0.2
H -3.9511 -2.2285 -0.7677 0.1 -0.4 -0.2
H -2.2211 -1.6683 -2.4743 -0.1 0.0 -0.2
H -2.7642 -0.3547 -1.5210 -0.3 0.4 -0.3
H -3.3298 0.5502 -3.4447 0.0 0.0 0.0


(2)
19
Properties=species:S:1:pos:R:3:forces:R:3 method="wB97M-V/def2-TZVPD" smiles=[NH3+]CCc1cc[nH]c1 homo_lumo_gap_ev=8.31 e_tot_ev=-9373.4133 lumo_ha=-0.1317 mol_weight_g_mol=111.17 total_charge=+1
N 0.5553 0.2350 2.2695 2.2 1.2 -0.7
C -0.3163 1.2104 1.4654 -1.0 -0.2 1.0
C 0.2376 1.2957 0.0663 -1.2 0.8 -0.5
C 0.0017 0.0602 -0.7606 -0.5 -0.1 0.3
C -0.6186 0.0804 -2.0408 0.6 -0.9 0.7
C -0.6364 -1.2247 -2.4947 -0.6 1.1 0.4
N -0.2650 -2.0365 -1.4563 1.8 -0.4 -0.2
C 0.2332 -1.2587 -0.4350 -0.1 0.8 -0.1
H 1.5011 0.1611 1.7658 -1.7 -0.2 0.7
H 0.8344 0.6827 3.1552 -0.6 -0.8 0.1
H 0.1408 -0.6886 2.3413 0.0 -0.1 0.3
H -1.3646 0.8193 1.4997 1.0 0.0 -0.3
H -0.3924 2.1471 2.0611 0.6 -0.4 -0.6
H -0.3638 2.1453 -0.3594 0.9 -0.7 -0.1
H 1.2974 1.5615 0.0589 0.0 0.3 0.1
H -1.0156 0.9884 -2.4283 -0.1 0.2 -0.8
H -0.8611 -1.5502 -3.4870 -0.4 -0.5 -0.1
H 0.1600 -2.9585 -1.5514 -0.6 0.3 -0.4
H 0.8722 -1.6698 0.3304 -0.3 -0.3 0.0


(3)
8
Properties=species:S:1:pos:R:3:forces:R:3 method="wB97M-V/def2-TZVPD" homo_lumo_gap_ev="6.25 / 6.25" e_tot_ev=-48395.3703 lumo_ha="-0.0975 / -0.0975" mol_weight_g_mol=256.01
P 1.4417 0.2801 0.9604 2.4 0.0 0.0
P 0.0798 0.3142 -0.6964 -1.3 0.5 -0.7
S 0.7066 1.3084 -2.2363 -0.4 -0.2 0.8
S -2.5924 0.9786 0.7498 2.6 1.7 0.9
I 0.7149 -1.6899 2.1013 -0.2 -0.4 0.1
H 2.7411 -0.2809 0.2565 -2.2 0.6 0.7
H -0.3696 -0.9708 -1.0484 -0.2 0.0 0.3
H -2.7221 0.0602 -0.0868 -0.8 -2.3 -2.0